DFT (ωB97M-V/def2-TZVPD) results for a structure of composition C37H32GaN3P2S3Se2 in a non-equilibrium geometry.

Summary:
* charge: -2
* HOMO energy: -0.26 eV
* electronic energy: -277512.9710 eV
* LUMO: 3.7559 eV
* spin multiplicity: 1

Structure (XYZ):
```
80
Properties=species:S:1:pos:R:3:forces:R:3
Ga 2.8922 0.0834 -1.4541 1.09 -0.39 0.55
S 4.4552 3.2226 -4.2450 0.26 0.40 -0.59
C 3.8059 2.1119 -3.2086 0.00 0.24 -0.06
S 3.7811 2.3881 -1.5100 -0.14 -0.69 0.15
S 3.0857 0.6379 -3.7953 -0.10 -0.31 0.92
Se -3.4109 2.4354 1.4289 -0.03 -0.21 -0.12
P -2.7693 0.8115 0.2148 0.12 0.63 0.15
C -3.6779 0.9190 -1.3544 0.08 -0.17 -0.14
C -3.5665 2.0987 -2.0873 0.02 -0.13 0.20
C -4.3036 2.2691 -3.2405 -0.03 0.10 -0.10
C -5.1619 1.2701 -3.6713 -0.07 -0.17 0.05
C -5.2590 0.0873 -2.9537 -0.21 0.12 -0.30
C -4.5143 -0.0951 -1.8048 0.22 0.08 0.22
C -3.1733 -0.8109 0.8846 -0.27 -0.25 0.28
C -4.4593 -0.9873 1.4081 0.45 0.23 -0.23
C -4.8441 -2.2235 1.8761 -0.14 -0.32 0.11
C -3.9519 -3.2877 1.8515 0.25 0.12 -0.11
C -2.6657 -3.1048 1.3516 -0.37 -0.48 0.26
C -2.2731 -1.8759 0.8694 -0.11 0.55 -0.24
C -1.0489 0.7287 -0.2565 0.01 0.21 0.30
C 0.1900 1.1869 0.2236 -0.37 -0.02 0.09
N 1.0925 0.7047 -0.6311 -0.29 0.10 -0.04
N 0.4757 -0.0067 -1.5514 -0.31 -0.17 -0.43
N -0.8053 -0.0059 -1.3553 -0.49 -0.20 -0.32
P 0.6183 2.1957 1.6378 0.10 0.13 0.17
Se 2.5884 2.1869 2.3525 0.22 -0.03 -0.19
C -0.4151 1.5106 2.9600 0.13 0.03 -0.07
C -0.3643 0.1297 3.1107 0.04 0.08 -0.12
C -0.9683 -0.4657 4.2004 -0.07 -0.11 0.08
C -1.6059 0.3164 5.1490 -0.07 -0.07 0.05
C -1.6467 1.6927 5.0010 0.01 0.14 0.10
C -1.0497 2.2957 3.9096 0.03 -0.07 -0.06
C 0.0601 3.8649 1.1896 0.01 -0.21 0.04
C 0.3060 4.9122 2.0700 0.00 -0.06 0.03
C -0.0731 6.1976 1.7314 0.00 0.14 0.10
C -0.6707 6.4478 0.5063 -0.08 0.03 -0.04
C -0.8942 5.4073 -0.3789 0.01 0.13 -0.08
C -0.5279 4.1177 -0.0422 -0.02 -0.06 0.01
H -2.9190 2.8851 -1.7261 0.04 0.09 0.01
H -4.2252 3.1891 -3.8012 0.05 0.08 -0.04
H -5.7574 1.4128 -4.5622 -0.02 0.00 -0.08
H -5.9289 -0.6916 -3.2902 -0.02 -0.08 -0.03
H -4.5867 -1.0219 -1.2548 0.00 -0.05 0.01
H -5.1343 -0.1412 1.4308 -0.04 0.02 0.05
H -5.8466 -2.3697 2.2539 -0.06 0.01 0.07
H -4.2556 -4.2570 2.2194 -0.02 -0.09 0.03
H -1.9749 -3.9350 1.3253 0.08 -0.04 0.02
H -1.2838 -1.7438 0.4569 0.11 0.01 -0.03
H 0.1740 -0.4660 2.3831 0.01 -0.08 -0.01
H -0.9300 -1.5392 4.3154 0.00 -0.10 0.00
H -2.0708 -0.1485 6.0073 -0.05 -0.03 0.06
H -2.1425 2.3017 5.7434 -0.08 0.05 0.06
H -1.0916 3.3673 3.7806 -0.04 0.07 0.02
H 0.8203 4.7108 3.0021 0.02 0.02 -0.01
H 0.1122 7.0132 2.4170 0.03 0.04 0.05
H -0.9533 7.4570 0.2365 -0.01 0.04 0.00
H -1.3435 5.6022 -1.3418 -0.03 0.01 -0.08
H -0.6869 3.3109 -0.7450 0.02 0.02 0.02
C 4.4783 -3.2355 0.8397 -0.03 -0.01 -0.21
C 4.2554 -2.4474 -0.4639 -0.28 0.56 0.24
C 5.5456 -1.6784 -0.7866 0.07 -0.14 -0.06
C 3.0899 -1.4839 -0.2535 -0.15 0.74 -0.32
C 3.9388 -3.4450 -1.5707 0.01 -0.08 0.03
C 2.6151 -3.6836 -1.9259 -0.26 -0.06 -0.06
C 2.2809 -4.5818 -2.9218 0.01 -0.14 -0.06
C 3.2691 -5.2793 -3.5941 -0.01 -0.19 -0.15
C 4.5898 -5.0690 -3.2426 0.14 -0.16 -0.08
C 4.9200 -4.1739 -2.2381 0.07 -0.02 -0.02
H 4.6578 -2.5358 1.6547 0.04 0.05 0.09
H 5.3353 -3.9041 0.7466 0.15 -0.15 0.05
H 3.5974 -3.8284 1.0787 -0.11 -0.02 0.05
H 5.6471 -0.8485 -0.0872 -0.01 -0.03 -0.01
H 5.4667 -1.2702 -1.7970 0.14 0.08 0.02
H 6.4412 -2.2993 -0.7141 0.31 -0.13 -0.11
H 3.1980 -1.0078 0.7405 -0.02 0.02 -0.20
H 1.8455 -3.1349 -1.4027 0.07 0.19 0.07
H 1.2426 -4.7377 -3.1796 -0.13 0.01 -0.02
H 3.0186 -5.9889 -4.3746 -0.02 0.03 -0.04
H 5.3751 -5.6087 -3.7571 0.07 -0.04 -0.03
H 5.9657 -4.0613 -1.9878 0.07 0.17 0.07
```
Positions in Å, forces in eV/Å.